(1)
Below is one molecule with the formula C8H18O2Si in a non-equilibrium geometry, with properties calculated with wB97M-V/def2-TZVPD.

Structure (XYZ):
```
29
Properties=species:S:1:pos:R:3:forces:R:3
C -1.5498 -2.2604 -0.1490 -1.711 -0.112 -0.795
O -0.2969 -1.9768 -0.6749 1.064 0.685 -0.815
C -0.0649 -0.6368 -0.9599 0.202 -0.158 -0.821
O -0.8544 0.2544 -0.2957 -0.415 -0.854 -0.904
Si -0.4160 0.7509 1.2140 -0.222 -0.697 0.765
C -1.9547 0.7183 2.3302 -0.835 1.125 0.699
C 0.2067 2.4832 1.0190 2.329 -0.790 1.185
C 0.9055 -0.4560 1.8481 -1.839 0.023 -0.387
C 0.8587 -0.2669 -1.8715 -2.295 0.400 2.014
C 1.7452 -1.2852 -2.4045 0.266 -1.478 -0.644
C 0.8476 1.1739 -2.3027 0.348 -0.397 0.534
H -2.3512 -1.5944 -0.5630 0.620 -0.771 0.295
H -1.8306 -3.3203 -0.2252 0.417 0.234 -0.856
H -1.5073 -2.1523 0.8834 -0.185 0.721 2.211
H -2.2868 -0.2215 2.8177 0.634 0.372 -0.299
H -2.9033 1.1281 1.8989 0.844 -0.331 -0.308
H -1.7874 1.4920 3.1372 0.114 -0.942 -0.425
H -0.2126 3.0874 1.7901 -0.414 0.740 0.514
H 1.3445 2.4764 1.2370 -1.698 0.138 -0.659
H -0.0060 2.8874 0.0579 -0.045 0.386 -0.712
H 0.4704 -0.9999 2.6704 0.113 0.000 0.745
H 1.2504 -1.2230 1.1890 -0.022 -0.339 -0.893
H 1.7508 0.0968 2.1031 1.477 0.870 0.968
H 2.2763 -1.7982 -1.6131 -0.456 -0.730 0.452
H 2.5932 -0.8491 -2.8536 0.765 0.767 -1.383
H 1.2437 -2.0195 -3.0901 0.604 0.563 0.571
H 1.7158 1.7089 -1.8975 0.018 0.088 -0.408
H 0.8625 1.1346 -3.3890 0.049 0.609 -0.155
H -0.0495 1.6683 -1.9065 0.272 -0.122 -0.490
```
Forces are in eV/Å.

Summary:
highest occupied orbital energy = -7.72 eV
ΔE to the lowest compared entry with this formula, charge and spin = 67.6 kcal per mole
DFT total energy = -755.59440 Eh

Atomic partial charges in e from the Löwdin method, atoms 1 to 6:
1 C -0.088
2 O -0.071
3 C -0.386
4 O -0.135
5 Si 0.461
6 C -0.168

***

(2)
Below is C5H6EuLiO4 as an isolated structure in a non-equilibrium geometry, with properties calculated with wB97M-V/def2-TZVPD.

Structure (XYZ):
```
17
Properties=species:S:1:pos:R:3:forces:R:3
O 2.1037 -1.9200 -0.0251 0.213 -0.247 -0.121
C 1.3405 -1.0113 -0.2643 0.439 0.808 0.484
O 1.4403 0.2104 -0.3021 -0.020 0.239 -0.019
O -0.0562 -1.5209 -0.4048 -1.070 0.042 -0.124
C -1.0215 -0.7130 -0.5822 0.925 0.253 0.747
C -2.3891 -1.1162 -0.4006 -1.467 0.567 0.556
Li 3.8291 -2.2674 0.5427 -0.138 -0.173 -0.099
H -0.7651 0.3336 -0.8016 0.010 -0.309 -0.005
H -2.4891 -2.1977 -0.2634 -0.040 0.314 0.175
H -2.8948 -0.8256 -1.3421 -0.029 -0.008 0.292
Eu 2.4778 2.2797 0.8484 -0.159 -0.198 -0.160
C -3.1760 -0.2517 0.8391 0.299 -1.400 -0.735
C -2.8182 1.1965 0.8598 1.221 0.917 -0.341
O -1.9904 1.6721 1.6102 -0.556 -0.518 -0.463
H -2.9421 -0.7159 1.8039 0.140 0.018 -0.342
H -3.2560 1.8258 0.0552 -0.180 -0.062 0.318
H -4.2568 -0.3427 0.6527 0.414 -0.244 -0.164
```
Forces are in eV/Å.

Summary:
highest occupied orbital energy (alpha / beta) = -12.17 / -16.35 eV
ΔE to the lowest compared entry with this formula, charge and spin = 29.4 kcal per mole
net charge = +2
DFT total energy = -1212.32612 Eh
multiplicity = 9

Atomic partial charges in e from the Löwdin method, atoms 1 to 6:
1 O 0.010
2 C -0.637
3 O -0.196
4 O 0.174
5 C -0.002
6 C -0.027

***

(3)
Below is C26H43InN2O7P as an isolated structure in a non-equilibrium geometry, with properties calculated with wB97M-V/def2-TZVPD.

Structure (XYZ):
```
80
Properties=species:S:1:pos:R:3:forces:R:3
C 2.3097 -1.9645 0.2244 -0.078 0.661 -0.203
C 2.8852 -1.3261 -1.0668 -0.493 -0.875 0.466
C 2.2043 -1.8722 -2.3464 0.103 1.152 0.174
C 1.2517 -0.8097 -2.9578 -0.242 -1.013 -0.023
C -0.2458 -1.1050 -2.6175 1.158 1.115 -0.223
C -0.8759 0.2023 -2.1226 -0.408 -0.419 -0.019
C -2.3227 0.0771 -1.5891 0.355 0.361 -0.545
In -3.4481 1.9340 -2.0963 -0.480 -0.107 0.538
C -5.6618 1.7541 -1.9297 0.305 -0.471 0.384
C -6.1674 0.9404 -0.6993 -0.995 0.627 -1.032
C -7.3077 0.0041 -1.1600 1.027 -0.008 0.855
C -8.1296 -0.5714 -0.0178 -0.466 -1.002 -0.945
O -7.3906 -1.4819 0.7970 0.034 0.482 -0.025
C -7.2754 -2.7517 0.1942 -0.058 -0.022 0.064
C -2.5728 3.7040 -1.0268 0.508 -0.140 -0.578
C -2.2266 3.4582 0.3903 0.351 2.369 -2.399
O -2.6013 2.5909 1.0567 -1.146 -2.634 2.505
O -1.3119 4.4071 0.9678 -0.076 -0.662 -0.578
C -0.0581 3.9509 1.1728 -1.262 -1.382 -0.905
C 0.4259 2.6293 0.6192 -0.128 -0.239 0.163
O 0.6813 4.6183 1.7838 2.206 2.163 1.768
P -2.9476 2.3542 -4.5959 -0.165 0.428 1.727
O -1.5729 2.8324 -4.8127 0.719 0.063 -0.643
O -4.0162 3.5228 -5.1219 0.067 -1.349 -0.783
O -3.2842 0.9807 -5.4652 -0.265 0.528 -0.223
H 1.7829 -2.8953 0.0253 0.196 -0.197 0.043
H 3.0711 -2.0948 0.9887 0.057 -0.139 0.043
H 1.5673 -1.2741 0.6313 -0.110 -0.136 0.163
H 3.9644 -1.4426 -1.0841 0.086 -0.085 -0.076
H 2.6781 -0.2649 -0.9746 0.202 0.204 -0.257
H 2.9652 -2.1846 -3.0598 0.023 0.005 -0.116
H 1.6010 -2.7415 -2.0986 0.122 -0.261 -0.032
H 1.4174 -0.7720 -4.0350 -0.229 0.109 -0.074
H 1.4714 0.1815 -2.5684 0.299 0.054 -0.046
H -0.2755 -1.8322 -1.8089 -0.251 -0.284 -0.071
H -0.7005 -1.4830 -3.5328 -0.478 -0.182 0.240
H -0.2300 0.5415 -1.3113 0.030 0.153 0.119
H -0.7636 0.9532 -2.9104 -0.085 0.002 -0.094
H -2.7908 -0.7937 -2.0621 -0.132 0.023 0.064
H -2.2705 -0.1205 -0.5182 -0.267 -0.019 0.073
H -5.9965 1.2228 -2.8281 0.141 0.030 -0.131
H -6.1943 2.7056 -1.9508 0.138 0.145 -0.073
H -6.6499 1.6525 -0.0256 0.382 -0.017 0.435
H -5.3874 0.3907 -0.1804 -0.008 -0.053 0.133
H -7.9353 0.5416 -1.8668 -0.235 0.047 0.004
H -6.8245 -0.8159 -1.6991 -0.237 -0.095 -0.196
H -8.6209 0.1875 0.5869 0.382 0.113 0.328
H -8.9402 -1.1650 -0.4700 -0.218 0.185 0.065
H -7.4526 -2.7270 -0.8817 0.028 0.108 -0.092
H -8.0102 -3.4378 0.6261 0.039 -0.106 0.081
H -6.2682 -3.1331 0.3456 0.048 -0.067 0.150
H -1.6336 3.9459 -1.5353 -0.024 0.203 -0.050
H -3.2030 4.5822 -1.1569 -0.088 0.083 0.215
H 0.8602 2.7831 -0.3663 -0.247 -0.022 -0.221
H -0.3106 1.8342 0.6208 -0.150 0.039 -0.304
H 1.2371 2.3156 1.2680 0.101 0.047 0.102
H -4.3985 3.1991 -5.9545 -0.096 0.340 0.139
H -3.4780 0.2930 -4.8132 -0.039 0.076 -0.166
N 5.0912 -0.1018 0.9962 0.108 0.215 0.170
C 6.0501 -0.2759 1.9057 -0.012 -0.149 -0.093
C 6.4561 0.7093 2.7939 -0.049 0.019 -0.042
C 5.8347 1.9462 2.7332 0.042 0.056 0.073
C 4.8375 2.1479 1.7944 0.010 0.015 0.012
C 4.5054 1.0951 0.9552 -0.040 -0.145 -0.089
H 6.5093 -1.2595 1.9155 0.028 0.020 0.063
H 7.2385 0.5113 3.5144 -0.003 -0.016 -0.007
H 6.1232 2.7420 3.4090 -0.009 -0.004 -0.008
H 4.3262 3.0979 1.7137 -0.035 -0.023 -0.011
H 3.7278 1.2071 0.2078 -0.001 0.071 0.017
N 7.3000 -3.4285 3.4928 -0.029 0.001 0.130
C 6.4886 -4.3887 3.9324 0.033 -0.009 -0.146
C 6.0157 -4.4607 5.2340 0.031 0.025 0.010
C 6.4107 -3.4821 6.1306 -0.035 -0.008 0.087
C 7.2555 -2.4758 5.6928 -0.006 -0.019 -0.006
C 7.6671 -2.4959 4.3695 0.052 0.008 -0.127
H 6.2075 -5.1341 3.1965 -0.046 -0.015 0.044
H 5.3554 -5.2625 5.5351 -0.002 -0.001 -0.027
H 6.0639 -3.5025 7.1563 -0.003 0.004 -0.013
H 7.5870 -1.6922 6.3607 0.003 0.010 -0.023
H 8.3258 -1.7265 3.9798 0.011 0.018 0.067
```
Forces are in eV/Å.

Summary:
highest occupied orbital energy = -5.08 eV
net charge = -1
DFT total energy = -2184.24988 Eh

Atomic partial charges in e from the Löwdin method, atoms 1 to 6:
1 C -0.104
2 C -0.253
3 C -0.202
4 C -0.195
5 C -0.201
6 C -0.329

***

(4)
Below is C30H32Cl2HfN6O2PS2Se as an isolated structure, with properties calculated with wB97M-V/def2-TZVPD.

Structure (XYZ):
```
77
Properties=species:S:1:pos:R:3:forces:R:3
Hf -0.4951 0.2524 -0.0650 0.392 0.182 -0.183
C -0.5953 0.8192 4.5448 -0.003 0.048 -0.075
C -0.8885 -0.4316 5.0790 -0.010 -0.025 -0.021
C -1.2196 -1.4532 4.2208 0.006 0.101 -0.033
C -1.2623 -1.2241 2.8386 -0.058 0.014 0.193
N -0.9249 -0.0252 2.3211 0.052 0.040 -0.351
C -0.6158 0.9671 3.1790 -0.013 -0.027 0.081
N -1.6917 -2.3019 2.0940 -0.008 -0.100 -0.123
C -2.0897 -2.2383 0.8823 -0.057 0.016 0.026
N -2.0753 -1.1425 0.0108 0.028 0.076 -0.119
C -2.7267 -1.5113 -1.1753 -0.113 -0.081 0.074
N -3.0333 -0.7964 -2.1912 0.019 -0.142 0.027
C -2.7685 0.5422 -2.3397 -0.117 0.122 -0.037
C -3.4457 1.1966 -3.3756 0.015 0.103 0.106
C -3.2032 2.5275 -3.6253 -0.056 -0.050 0.035
C -2.2827 3.2160 -2.8370 -0.089 -0.033 0.166
C -1.6734 2.5289 -1.8199 0.025 0.144 -0.054
N -1.8956 1.2233 -1.5658 0.115 -0.203 0.205
C -3.0948 -2.9321 -1.0693 -0.041 -0.060 -0.102
C -3.7382 -3.7639 -1.9695 0.047 0.056 0.065
C -3.9617 -5.0731 -1.5672 -0.005 -0.022 0.002
C -3.5647 -5.5214 -0.3057 -0.016 -0.026 -0.014
C -2.9314 -4.6763 0.5946 0.016 0.056 -0.022
C -2.7007 -3.3763 0.1799 -0.011 -0.117 0.003
H -0.3345 1.6624 5.1676 0.002 -0.008 0.017
H -0.8653 -0.5985 6.1478 0.000 0.002 0.005
H -1.4768 -2.4417 4.5695 -0.004 -0.010 -0.006
H -0.3500 1.9117 2.7294 0.008 0.010 0.029
H -4.1383 0.6174 -3.9671 -0.001 -0.022 0.005
H -3.7121 3.0315 -4.4359 0.007 0.005 -0.008
H -2.0407 4.2530 -3.0138 -0.014 0.003 -0.001
H -0.9599 3.0276 -1.1702 0.029 0.003 -0.038
H -4.0465 -3.3999 -2.9395 -0.005 -0.005 -0.008
H -4.4550 -5.7635 -2.2380 -0.001 0.007 -0.009
H -3.7606 -6.5485 -0.0286 0.005 0.001 0.008
H -2.6286 -5.0118 1.5766 0.006 0.006 0.007
C 4.4639 -1.4203 -0.8558 0.019 -0.010 0.048
C 4.6233 0.0040 -0.3757 0.004 0.112 -0.036
C 4.2614 1.0367 -1.4164 0.041 -0.003 0.005
O 3.8675 0.2621 0.8669 -0.056 -0.177 0.107
P 2.3633 0.2270 1.2726 -0.111 0.204 -0.098
S 1.3697 1.8990 0.6524 -0.028 0.003 0.022
S 1.3769 -1.4193 0.6774 -0.004 -0.124 -0.020
O 2.3983 0.3746 2.8320 0.034 0.032 -0.078
C 3.2545 -0.3373 3.7940 -0.021 -0.048 0.041
C 4.6245 0.3054 3.8499 0.025 0.011 0.018
C 3.2906 -1.8242 3.5206 0.035 -0.039 0.045
H 5.2579 -1.6212 -1.5760 -0.012 -0.004 -0.016
H 3.5065 -1.5772 -1.3490 -0.022 0.006 0.010
H 4.5688 -2.1288 -0.0341 0.006 -0.010 -0.006
H 5.6415 0.1621 -0.0221 0.005 0.005 -0.018
H 3.2465 0.8677 -1.7768 -0.029 0.020 -0.001
H 4.9406 0.9398 -2.2641 0.003 -0.008 0.002
H 4.3517 2.0458 -1.0156 -0.007 0.008 -0.005
H 2.7239 -0.1540 4.7284 0.003 0.026 -0.010
H 5.2656 -0.0446 3.0421 -0.023 0.025 -0.020
H 5.0973 0.0504 4.7988 0.012 -0.032 -0.011
H 4.5446 1.3901 3.7932 -0.011 0.001 0.022
H 3.7811 -2.0456 2.5706 -0.004 0.020 0.001
H 2.2913 -2.2579 3.5133 0.003 0.009 -0.006
H 3.8718 -2.3046 4.3087 -0.010 -0.009 0.007
Cl -2.9131 2.2960 1.1982 -0.134 0.037 0.058
C -3.0649 3.9363 1.9144 0.115 -0.106 -0.039
Cl -4.4843 4.7633 1.3097 0.018 0.006 0.004
H -2.1750 4.4911 1.6423 -0.011 0.026 0.003
H -3.1439 3.8026 2.9864 -0.035 0.025 0.002
Se 0.7286 -0.4221 -2.3591 -0.078 0.051 0.282
C 0.3904 1.0398 -3.5557 -0.152 -0.010 -0.208
C -0.4330 0.8867 -4.6653 0.104 -0.036 0.049
C -0.6237 1.9698 -5.5116 0.056 -0.004 -0.021
N -0.0570 3.1603 -5.3332 -0.047 0.001 -0.088
C 0.7493 3.2919 -4.2856 0.081 0.025 0.058
C 1.0008 2.2776 -3.3743 0.095 -0.066 0.094
H -0.9234 -0.0569 -4.8662 0.007 -0.009 -0.004
H -1.2683 1.8722 -6.3789 -0.003 0.000 -0.002
H 1.2194 4.2620 -4.1593 -0.006 -0.006 -0.005
H 1.6622 2.4541 -2.5332 -0.011 -0.014 -0.034
```
Forces are in eV/Å.

Summary:
highest occupied orbital energy = -10.78 eV
ΔE to the lowest compared entry with this formula, charge and spin = 0.0 kcal per mole
net charge = +1
DFT total energy = -6149.07068 Eh

Atomic partial charges in e from the Löwdin method, atoms 1 to 6:
1 Hf 1.063
2 C -0.047
3 C -0.034
4 C 0.012
5 C -0.336
6 N -0.039

***

(5)
Below is one molecule with the formula C20H25NO6, with properties calculated with wB97M-V/def2-TZVPD.

Structure (XYZ):
```
52
Properties=species:S:1:pos:R:3:forces:R:3
C 6.6268 0.3217 -2.5440 -0.419 -0.027 0.183
C 5.1219 0.2534 -2.3356 0.138 0.028 -0.344
O 4.8851 0.1467 -0.9467 0.043 -0.012 0.186
C 3.6021 0.0676 -0.5001 -0.179 -0.015 0.141
C 2.4703 0.0839 -1.3071 0.344 0.031 -0.241
C 1.2133 -0.0032 -0.7329 -0.026 -0.023 0.315
C 1.0534 -0.1072 0.6395 0.086 0.000 -0.033
C -0.3365 -0.2005 1.2354 0.022 0.015 -0.124
C -1.1311 1.0336 0.8734 -0.247 -0.431 -0.057
C -0.7488 2.3296 1.4383 -0.265 0.502 -0.119
O -1.2689 3.3871 1.1539 0.141 -0.020 0.108
O 0.2524 2.2228 2.3291 -0.151 -0.415 -0.123
C 0.6973 3.4375 2.9067 -0.010 0.438 0.061
C -2.1534 1.0040 -0.0008 0.385 0.426 0.404
N -2.6098 -0.1421 -0.5896 0.167 0.033 0.030
C -3.7934 -0.1174 -1.4100 -0.784 -0.022 -0.035
C -5.0715 -0.2211 -0.5479 0.274 -0.035 -0.040
O -6.2461 -0.3402 -1.3035 -0.006 -0.164 -0.051
C -6.6764 0.8488 -1.9234 -0.010 0.030 -0.033
C -2.0747 -1.3305 -0.1749 0.391 -0.439 0.332
C -1.0470 -1.4183 0.6887 -0.267 0.406 0.017
C -0.5694 -2.7539 1.0562 -0.218 -0.485 -0.189
O -1.0082 -3.7915 0.6101 0.127 0.008 0.103
O 0.4214 -2.7089 1.9642 -0.182 0.416 -0.060
C 0.9551 -3.9611 2.3570 0.022 -0.439 -0.005
C 2.1879 -0.1230 1.4407 0.050 0.013 -0.190
C 3.4447 -0.0370 0.8832 0.159 0.016 -0.133
H 7.0337 1.1851 -2.0248 0.073 0.086 0.014
H 6.8507 0.4032 -3.6039 0.047 0.009 -0.104
H 7.0966 -0.5738 -2.1466 0.078 -0.081 0.002
H 4.7065 -0.6200 -2.8581 -0.024 0.124 0.065
H 4.6428 1.1599 -2.7323 -0.014 -0.135 0.047
H 2.5516 0.1637 -2.3800 0.053 0.007 -0.083
H 0.3422 0.0104 -1.3727 -0.101 0.002 -0.080
H -0.2370 -0.2791 2.3233 0.002 0.008 -0.125
H 1.5047 3.1735 3.5849 -0.031 -0.003 -0.029
H -0.1172 3.9243 3.4481 0.101 -0.028 -0.030
H 1.0562 4.1174 2.1311 -0.013 -0.043 0.087
H -2.6584 1.9219 -0.2651 -0.039 0.057 -0.046
H -3.7709 -0.9586 -2.1073 0.038 0.113 0.007
H -3.8025 0.8133 -1.9826 0.060 -0.123 -0.028
H -5.1255 0.6478 0.1261 0.015 -0.081 -0.004
H -5.0185 -1.1312 0.0567 0.085 0.126 0.027
H -6.0189 1.1457 -2.7475 -0.032 0.026 0.011
H -6.7382 1.6712 -1.2014 -0.007 0.001 -0.013
H -7.6683 0.6414 -2.3197 0.016 0.102 -0.033
H -2.5205 -2.2297 -0.5747 -0.030 -0.061 -0.053
H 1.7316 -3.7452 3.0864 -0.032 0.005 -0.031
H 1.3754 -4.4819 1.4939 -0.017 0.027 0.091
H 0.1758 -4.5876 2.7971 0.101 0.040 -0.023
H 2.0806 -0.2040 2.5115 -0.028 -0.011 0.146
H 4.3313 -0.0486 1.4978 0.111 -0.002 0.080
```
Forces are in eV/Å.

Summary:
highest occupied orbital energy = -7.97 eV
ΔE to the lowest compared entry with this formula, charge and spin = 0.0 kcal per mole
DFT total energy = -1283.29330 Eh

Atomic partial charges in e from the Löwdin method, atoms 1 to 6:
1 C -0.067
2 C -0.269
3 O -0.054
4 C -0.269
5 C -0.008
6 C -0.007